Molecular formula: C30H72N2
Method: DFT, ωB97M-V with the def2-TZVPD basis set

Summary:
- total charge = 0
- HOMO (eV) = -8.1
- multiplicity = 1
- gap between HOMO and LUMO (eV) = 8.753

Each line ends with the Mulliken charge.
Atoms and positions in Å:
C -0.34643 -5.77318 4.16526  -1.183
C -1.45180 -4.70492 4.08378  -1.100
N -0.92105 -3.19737 4.03172  0.204
C -1.96278 -2.20140 3.60941  -0.064
C -3.18105 -2.21126 4.52640  -1.754
C -0.22418 -2.79491 5.32805  -0.263
C 0.25974 -1.32418 5.21910  -1.292
H 0.27329 -5.40147 3.22922  0.183
H -0.66033 -6.74536 3.84346  0.403
H 0.26263 -5.85996 5.09843  0.317
H -2.00152 -4.69758 4.83985  0.980
H -2.03046 -4.91297 3.15525  0.360
H -2.45541 -2.57454 2.70548  0.023
H -1.39206 -1.18219 3.51656  0.342
H -3.81429 -1.38218 4.38358  0.501
H -2.81716 -2.05563 5.62002  0.239
H -3.70949 -2.97304 4.43489  0.545
H 0.74572 -3.49017 5.49796  0.281
H -1.04538 -3.15487 6.13406  0.339
H 1.06169 -1.35969 6.17348  0.322
H -0.59449 -0.49917 5.35928  0.134
H 0.61804 -1.23436 4.28034  0.500
C 7.74820 0.62060 0.38419  -1.333
C 6.35688 0.57066 -0.24772  -0.300
N 5.54296 -0.50128 0.46450  0.329
C 5.12390 -0.01029 1.78915  -0.506
C 3.98513 1.01740 1.84742  -1.694
C 4.47655 -1.06718 -0.26025  -0.490
C 5.17725 -2.21809 -1.13423  -1.901
H 8.39816 -0.24210 0.25968  0.296
H 7.80648 0.80707 1.37574  0.409
H 8.21272 1.40701 -0.22925  0.371
H 6.55065 0.37802 -1.25686  0.474
H 5.80236 1.65148 -0.12726  0.154
H 5.88172 0.35341 2.38747  0.302
H 4.58072 -0.99861 2.38838  0.292
H 4.10483 1.81130 1.45126  0.673
H 3.69812 0.94073 2.86861  0.448
H 3.11661 0.64587 1.45158  0.422
H 3.74927 -0.41470 -0.75311  0.324
H 3.83421 -1.69378 0.40761  0.226
H 5.90099 -1.96477 -2.02637  0.245
H 4.39391 -2.55569 -1.59618  0.629
H 5.51853 -2.92492 -0.62481  0.627
C 0.25971 2.22868 -1.51310  -0.976
C -0.34944 3.63996 -1.47234  -0.128
C 0.52979 4.56645 -2.26364  -1.690
C 0.46050 4.38162 -3.82803  -0.781
C 1.37801 5.48765 -4.60502  -0.465
C 1.36469 5.30884 -6.14397  -1.334
H 1.48498 2.04882 -1.11930  -0.062
H 0.11585 1.90479 -2.63727  0.190
H -0.30409 1.69496 -0.90102  0.627
H -0.48616 4.30402 -0.58633  0.302
H -1.33883 3.39576 -1.83966  0.026
H 1.49801 4.78326 -2.00901  0.828
H 0.31511 5.54845 -2.09700  0.789
H -0.53714 4.69717 -3.98351  0.217
H 0.72797 3.44341 -3.91703  0.745
H 2.55949 5.38576 -4.16754  0.213
H 1.06744 6.46095 -4.18218  0.322
H 1.98805 6.06861 -6.76628  0.318
H 0.59219 5.71924 -6.65126  0.436
H 1.37364 4.35007 -6.48558  0.388
C -1.34231 -5.51762 -0.14759  -1.168
C -1.55753 -3.93080 -0.09177  -0.599
C -0.47185 -3.07521 0.18129  -0.229
C 0.58418 -2.83958 -0.88496  0.136
C 0.08966 -1.88994 -1.93247  -0.063
C 1.13075 -1.23816 -2.92394  -0.775
H -1.04772 -5.79248 0.81410  0.288
H -0.59476 -5.46778 -0.95509  0.360
H -2.33760 -5.94456 -0.57869  0.263
H -2.31750 -3.80568 0.69479  0.232
H -1.95584 -3.50190 -1.09011  0.254
H -0.14415 -3.57235 0.96094  0.479
H -0.86033 -2.06997 0.56669  0.044
H 1.12861 -3.70293 -1.24123  0.521
H 1.40544 -2.09385 -0.48866  -0.392
H -0.45529 -1.13748 -1.38237  -0.097
H -0.81204 -2.53988 -2.40953  0.127
H 1.72985 -2.03498 -3.49494  0.317
H 1.77946 -0.59754 -2.28769  0.027
H 0.56545 -0.53955 -3.60537  0.280
C -5.13354 4.98784 -1.93542  -0.699
C -6.13064 4.41500 -0.98149  -1.039
C -6.22842 2.86048 -1.11866  -0.903
C -4.95247 2.10220 -0.74198  -1.104
C -4.92966 0.62324 -0.83230  -0.421
C -3.65785 0.04517 -0.60134  -0.743
H -5.02903 6.15128 -1.58344  0.264
H -5.39933 4.61378 -2.89386  0.348
H -4.20032 4.62444 -1.69984  0.087
H -7.04608 4.87016 -1.00064  0.464
H -5.90729 4.60254 -0.06051  0.543
H -6.71277 2.61543 -2.07083  0.340
H -7.01263 2.20848 -0.56592  0.375
H -4.53617 2.56985 0.11807  0.598
H -4.36554 2.56009 -1.30939  0.687
H -5.25091 0.28202 -1.85300  0.251
H -5.60228 0.16147 -0.17168  0.454
H -3.64734 -1.12161 -0.35975  0.214
H -3.23245 0.43464 0.44387  0.149
H -2.81490 0.38557 -1.37133  0.149

Molecular formula: C3H6N2S
Method: DFT, ωB97M-V with the def2-TZVPD basis set

Summary:
- total charge = 0
- HOMO (eV) = -9.0
- multiplicity = 1
- gap between HOMO and LUMO (eV) = 8.471

Each line ends with the natural charge from an NBO analysis.
Atoms and positions in Å:
H 2.72566 0.06074 0.09733  0.331
N 1.99987 -0.59434 0.02764  -0.672
C 0.89078 -0.03004 -0.05652  0.458
N 0.55847 1.33624 0.03559  -0.846
C -0.33530 -0.87206 -0.31759  -0.557
C -1.54343 -0.49758 0.47726  -0.225
S -2.95408 0.12653 -0.11242  0.035
H 1.12980 2.08585 -0.28073  0.394
H -0.41618 1.52321 -0.07989  0.388
H -0.21783 -1.91217 0.00137  0.258
H -0.55884 -0.82017 -1.35401  0.237
H -1.27892 -0.40622 1.56197  0.198

Molecular formula: C28H21BiI2N5O3S
Method: DFT, ωB97M-V with the def2-TZVPD basis set

Summary:
- total charge = -1
- HOMO (eV) = -5.1
- multiplicity = 1
- gap between HOMO and LUMO (eV) = 7.047

Each line ends with the natural charge from an NBO analysis.
Atoms and positions in Å:
Bi -0.20723 0.80027 0.91704  2.058
I 3.55797 -5.48481 -2.32132  0.086
C 2.46473 -3.75479 -1.81237  -0.183
C 2.64319 -2.60475 -2.56279  -0.263
C 1.92076 -1.48002 -2.22240  -0.229
I 2.17640 0.30271 -3.29678  0.136
C 0.99125 -1.44413 -1.15507  0.421
O 0.27653 -0.37118 -0.96256  -0.880
C 0.88422 -2.62982 -0.38665  -0.133
C 0.04608 -2.61606 0.86280  -0.233
N 0.56041 -1.59147 1.78028  -0.676
C 1.95467 -1.74497 2.17885  -0.276
C 2.83036 -0.54786 1.87016  0.238
C 4.07797 -0.43213 2.47295  -0.205
C 4.90113 0.62145 2.12282  -0.163
C 4.46206 1.52942 1.16966  -0.266
C 3.20172 1.35509 0.62977  0.076
N 2.40721 0.34082 0.97634  -0.504
C 1.60751 -3.76403 -0.72744  -0.233
H 3.33454 -2.58256 -3.39337  0.231
H -0.98755 -2.35064 0.63759  0.247
H 0.05905 -3.61354 1.32038  0.176
H -0.03572 -1.48661 2.59687  0.416
H 2.03577 -1.96368 3.24597  0.223
H 2.39458 -2.58835 1.63956  0.223
H 4.38337 -1.16325 3.21109  0.208
H 5.87098 0.73565 2.58977  0.212
H 5.07921 2.36186 0.86161  0.220
H 2.79815 2.04526 -0.09899  0.225
H 1.49264 -4.65524 -0.12226  0.216
O 0.53690 2.92697 0.30719  -0.830
C 0.56638 3.44633 -0.88267  0.394
C 1.49392 4.48890 -1.14350  -0.259
C 1.64704 5.03544 -2.39373  -0.192
C 0.86661 4.58473 -3.46550  -0.302
C -0.08380 3.62203 -3.22936  -0.136
C -0.27605 3.04635 -1.96043  -0.234
C -1.38298 2.14109 -1.82328  0.167
N -1.69266 1.43832 -0.79461  -0.406
N -2.88075 0.74988 -0.86909  -0.424
C -3.04408 -0.11046 0.09150  0.550
O -2.19255 -0.40617 1.02376  -0.838
C -4.34393 -0.83865 0.12600  -0.017
C -4.81598 -1.28187 1.36030  -0.212
C -6.01133 -1.97696 1.44461  -0.209
C -6.73623 -2.25134 0.29299  -0.222
C -6.26513 -1.81604 -0.93765  -0.222
C -5.07706 -1.10621 -1.02433  -0.204
H 2.09324 4.83036 -0.30790  0.208
H 2.36576 5.83162 -2.55033  0.202
H 1.00644 4.99527 -4.45708  0.204
H -0.71810 3.28040 -4.04091  0.202
H -2.06248 2.07389 -2.67401  0.185
H -4.22959 -1.06481 2.24277  0.234
H -6.36866 -2.31319 2.41024  0.206
H -7.66638 -2.80275 0.35699  0.203
H -6.82813 -2.04039 -1.83564  0.205
H -4.70855 -0.74935 -1.97692  0.231
S 0.35617 0.68129 3.90159  -0.458
C -0.18068 1.79552 5.00123  0.077
N -0.54934 2.56716 5.78624  -0.472